# 1
The following is a quantum chemistry calculation of a 3-piece molecular cluster, C3H16N2O2 overall in a non-equilibrium geometry, from the Open Molecules 2025 dataset.

```
23
Properties=species:S:1:pos:R:3:forces:R:3
O 2.346 1.716 -2.296 0.09 0.01 -0.05
O -3.334 -0.371 2.405 0.25 0.03 -0.24
N -1.832 0.373 0.301 0.56 0.77 -0.72
N 2.493 -0.080 -0.332 0.80 -0.61 0.69
C -1.146 -0.603 -0.669 -0.72 -1.11 1.56
C 1.245 -0.054 0.480 -1.79 -1.02 -0.29
C 0.205 -1.098 -0.031 -1.62 -0.71 0.14
H -1.092 1.061 0.540 -1.38 0.14 -0.07
H -3.229 -0.163 3.340 -0.18 -0.08 0.06
H 2.885 1.504 -3.068 -0.04 0.21 -0.17
H 3.048 -0.933 -0.207 -0.11 -0.03 0.47
H 3.064 0.705 -0.021 0.39 0.10 -0.31
H -2.694 0.795 -0.109 1.09 0.22 -0.04
H 2.404 -0.002 -1.356 -0.66 0.68 0.35
H 0.581 -1.880 -0.710 0.35 0.59 -0.01
H -0.118 -1.733 0.827 0.32 0.62 -0.33
H 0.863 0.975 0.456 0.28 -0.21 -0.17
H -1.072 -0.203 -1.683 -0.07 0.31 0.36
H -1.894 -1.431 -0.635 1.01 0.23 -0.64
H 2.304 2.682 -2.278 0.00 -0.10 -0.08
H -4.123 -0.917 2.304 -0.03 0.02 0.21
H 1.348 -0.333 1.546 1.10 0.45 -0.69
H -2.251 -0.011 1.194 0.37 -0.49 -0.03
```
Positions in Å, forces in eV/Å.

Properties
Charge: +2
Gap between HOMO and LUMO: 12.71 eV
E_LUMO: -6.40 eV
Relative energy (zero: lowest compared OMol25 entry of this formula, charge and spin): 117.59 kJ/mol

Atomic partial charges in e from the Löwdin method, atoms 1 to 2: atom 1 (O): -0.045, atom 2 (O): -0.020

=====

# 2
The following is a quantum chemistry calculation of a 4-piece molecular cluster, C3H16N2O3 overall in a non-equilibrium geometry, from the Open Molecules 2025 dataset.

```
24
Properties=species:S:1:pos:R:3:forces:R:3
O 1.766 -0.451 -1.894 7.69 8.22 5.10
O -2.786 -1.647 -0.662 -0.11 2.56 1.17
O -0.840 -1.900 -2.879 -0.73 -0.11 0.34
N 1.046 -1.250 1.433 2.88 5.02 -0.47
N -0.072 0.977 -0.347 -3.79 1.17 -1.76
C 0.470 0.076 1.874 -0.85 -1.49 0.68
C 0.719 1.116 0.809 0.89 0.49 1.47
C 0.627 2.517 1.386 1.75 2.26 -6.21
H 1.168 -0.885 -2.276 -7.78 -5.42 -5.32
H 1.552 0.564 -1.927 0.30 -3.08 -0.07
H 1.543 3.017 1.646 1.12 -0.43 -0.10
H -1.545 -2.576 -3.134 1.21 1.93 1.03
H -2.735 -2.532 -0.958 0.04 -1.53 0.46
H 1.664 0.869 0.373 1.51 0.46 0.44
H 1.469 -1.077 0.497 -0.65 -0.93 0.90
H 0.383 -1.901 1.459 -3.04 -3.50 -0.39
H -2.828 -1.507 0.318 0.10 -0.97 -1.54
H -0.008 0.029 -0.746 -0.69 0.88 0.53
H -1.054 1.480 -0.346 2.62 -1.96 0.15
H 0.107 2.722 2.206 -3.13 0.09 3.24
H -1.104 -1.255 -2.154 -0.53 -1.80 -1.40
H 0.284 3.261 0.463 0.42 -1.79 2.41
H 0.825 0.234 2.915 0.12 0.62 -0.78
H -0.652 0.118 1.944 0.63 -0.70 0.13
```
Positions in Å, forces in eV/Å.

Properties
Gap between HOMO and LUMO: 9.30 eV
E_LUMO: 0.27 eV
Relative energy (zero: lowest compared OMol25 entry of this formula, charge and spin): 304.50 kJ/mol
SMILES: C[C@H](N)CN.O.O.O

Atomic partial charges in e from the Löwdin method, atoms 1 to 2: atom 1 (O): -0.004, atom 2 (O): -0.062

=====

# 3
The following is a quantum chemistry calculation of C3H16N2OSi2 as an isolated structure in a non-equilibrium geometry, from the Open Molecules 2025 dataset.

```
24
Properties=species:S:1:pos:R:3:forces:R:3
Si 0.359 1.986 0.425 -3.41 -1.89 1.82
Si 3.102 0.930 0.105 -0.61 -0.52 1.21
O 1.373 0.735 0.363 1.49 -1.17 -1.07
N -2.559 1.477 0.162 -0.15 0.73 -1.77
N 0.794 -1.962 0.341 3.46 -0.50 0.17
C -0.193 -2.160 -0.710 -1.57 1.01 -1.16
C -1.528 -1.593 -0.273 0.68 1.70 -0.47
C -1.288 1.023 -0.446 1.57 -0.26 0.19
H 0.234 -1.533 -1.491 -0.48 -0.34 -0.65
H 0.988 3.118 -0.098 0.33 1.34 -0.98
H -0.232 2.301 1.893 0.61 -0.40 -1.78
H 0.431 -2.186 1.272 0.60 -0.44 -0.01
H -0.420 -3.162 -1.123 0.91 0.06 0.66
H -2.844 0.775 0.839 -0.17 1.07 1.11
H -1.851 -1.761 0.756 -0.12 0.02 -0.31
H 3.132 1.863 1.225 1.09 -0.04 0.42
H -3.307 1.504 -0.545 0.02 -0.15 0.15
H -2.264 -1.424 -1.066 0.20 -0.44 0.49
H 3.585 -0.532 0.197 -0.24 1.19 -0.01
H -1.502 0.912 -1.502 0.68 -0.03 -0.20
H -2.351 2.485 0.324 -1.09 -0.90 1.51
H 3.541 1.667 -1.068 -0.22 -0.21 -0.54
H 1.821 -2.362 0.121 -3.02 0.27 0.88
H 1.030 -0.931 0.341 -0.56 -0.09 0.34
```
Positions in Å, forces in eV/Å.

Properties
Charge: +2
Gap between HOMO and LUMO (spin up / spin down): 8.35 / 9.37 eV
E_LUMO (spin up / spin down): -8.46 / -7.89 eV
Relative energy (zero: lowest compared OMol25 entry of this formula, charge and spin): 154.30 kJ/mol

Atomic partial charges in e from the Löwdin method, atoms 1 to 2: atom 1 (Si): 0.587, atom 2 (Si): 0.692

=====

# 4
The following is a quantum chemistry calculation of a 5-piece molecular cluster, C3H16NO4 overall in a non-equilibrium geometry, from the Open Molecules 2025 dataset.

```
24
Properties=species:S:1:pos:R:3:forces:R:3
O -2.252 -1.506 0.979 1.21 2.98 0.70
O 0.226 -0.943 -0.392 -0.17 -0.26 0.33
O 2.833 -2.646 -0.198 0.34 1.83 -1.57
O -0.217 -0.968 -3.086 -2.54 3.34 -1.24
N -0.311 0.811 1.353 -1.96 1.60 2.81
C -1.072 0.712 2.410 0.62 1.01 0.63
C -0.080 2.495 -0.470 1.57 0.64 -4.51
C 0.210 2.133 0.911 1.80 1.13 4.23
H -0.846 -0.542 -3.796 1.87 -1.22 2.17
H -2.769 -2.254 0.947 -1.61 -2.66 -0.24
H 3.067 -3.462 0.187 0.31 -1.60 0.85
H -0.084 0.012 0.737 0.16 -0.43 -0.20
H 1.373 2.209 1.309 -2.68 -0.60 -1.74
H 0.956 -1.553 -0.415 0.97 -0.69 0.27
H -1.050 2.848 -0.835 -0.20 0.21 1.26
H 0.066 -0.733 -1.314 -0.43 0.12 -0.95
H -1.334 1.664 3.074 0.70 -1.95 -1.85
H 0.070 1.702 -1.253 0.31 0.06 1.11
H 0.048 -1.767 -3.465 0.69 -2.06 -0.98
H -0.222 2.899 1.640 0.21 -0.97 -1.02
H -1.426 -1.650 0.526 0.33 -0.46 -0.56
H 0.678 3.265 -0.863 -1.11 -0.85 0.91
H -1.438 -0.263 2.835 0.48 0.94 -1.09
H 3.575 -2.463 -0.821 -0.85 -0.09 0.67
```
Positions in Å, forces in eV/Å.

Properties
Charge: +1
Gap between HOMO and LUMO: 10.96 eV
E_LUMO: -3.79 eV
Relative energy (zero: lowest compared OMol25 entry of this formula, charge and spin): 167.38 kJ/mol

Atomic partial charges in e from the Löwdin method, atoms 1 to 2: atom 1 (O): -0.015, atom 2 (O): -0.022

=====

Number 1: calculated total energy -10429.86250 eV. Number 2: calculated total energy -12490.57171 eV. Number 3: calculated total energy -24133.70693 eV. Number 4: calculated total energy -13043.40204 eV.